#one
The following is a quantum chemistry calculation of 2 unconnected molecules or ions with the total composition C3H8NO3, from OMol25.

Element x y z (Å)
C (-0.1471, 1.2802, -1.1058)
O (0.2606, -0.0174, -0.8816)
C (-1.4397, 1.6272, -0.3591)
H (-0.3090, 1.4460, -2.1853)
H (0.6362, 2.0034, -0.7927)
H (-1.8424, 2.6001, -0.6749)
H (-1.2860, 1.6797, 0.7197)
H (-2.2077, 0.8859, -0.5790)
N (0.9348, -0.9471, 1.3537)
C (1.0824, -2.2410, 0.9824)
O (1.0416, -2.4109, -0.3547)
O (1.2374, -3.1896, 1.7409)
H (0.7515, -0.8528, 2.3373)
H (0.5409, -0.3044, 0.5340)
H (0.7465, -1.5589, -0.7349)

Results
HOMO level = -4.302 eV
HOMO-LUMO gap = 8.4 eV
net charge = -1

#two
The following is a quantum chemistry calculation of 2 unconnected molecules or ions with the total composition C3H8NO3, from OMol25.

Element x y z (Å)
C (-1.6844, 0.2216, 0.4435)
N (-0.6154, 0.2216, -0.3656)
C (0.6949, -0.3791, -0.0835)
C (1.0679, -1.7591, -1.0695)
O (2.3255, -2.0850, -1.0311)
O (-2.7860, 0.6510, 0.0904)
H (-1.6075, -0.1259, 1.4815)
H (-0.8554, 0.3183, -1.3424)
H (0.7964, -0.5264, 0.9936)
H (1.3974, 0.4110, -0.3646)
H (0.8340, -1.3435, -2.0913)
H (0.3223, -2.4146, -0.5806)
H (0.7344, 2.5516, 0.7802)
H (-0.1844, 2.3628, 1.9543)
O (0.7492, 2.4782, 1.7617)

Results
HOMO level = -2.757 eV
HOMO-LUMO gap = 6.3 eV
net charge = -1

What should be chosen as the most stable of them? Choose #one.

#one
The following is a quantum chemistry calculation of a single C20H23NO4 molecule, from OMol25.

Element x y z (Å)
O (-0.8291, 1.1900, 1.4360)
C (-0.6130, 0.3194, 2.2448)
N (0.4062, 0.3400, 3.1288)
H (0.5143, -0.4134, 3.7897)
C (1.3459, 1.4418, 3.2300)
C (1.3134, 2.0507, 4.6319)
C (2.2949, 3.2155, 4.7251)
C (3.7074, 2.7548, 4.3789)
C (3.7393, 2.1433, 2.9817)
C (2.7617, 0.9756, 2.8860)
H (2.7725, 0.5578, 1.8775)
H (3.0617, 0.1889, 3.5838)
H (3.4646, 2.9027, 2.2471)
H (4.7481, 1.7986, 2.7475)
H (4.0370, 2.0117, 5.1089)
H (4.3956, 3.6002, 4.4292)
H (1.9885, 4.0000, 4.0305)
H (2.2745, 3.6330, 5.7334)
H (0.3015, 2.3916, 4.8584)
H (1.5861, 1.2845, 5.3631)
H (1.0143, 2.1824, 2.4956)
C (-1.4850, -0.9437, 2.3682)
H (-0.8501, -1.8416, 2.3780)
O (-2.4671, -1.0211, 1.3704)
C (-2.0873, -1.1225, 0.0720)
C (-3.1208, -1.0775, -0.8569)
C (-2.8526, -1.2044, -2.2115)
C (-1.5279, -1.3810, -2.6604)
C (-0.5043, -1.4243, -1.7109)
C (-0.7712, -1.3040, -0.3675)
H (0.0480, -1.3336, 0.3331)
H (0.5139, -1.5528, -2.0447)
C (-1.3524, -1.5010, -4.0717)
C (-2.4178, -1.4376, -4.9055)
C (-3.7688, -1.2559, -4.4281)
O (-4.7664, -1.1946, -5.1046)
O (-3.9025, -1.1529, -3.0618)
C (-2.0148, -1.5587, -6.3425)
H (-2.6566, -2.2510, -6.8862)
H (-2.0963, -0.5844, -6.8309)
C (-0.5536, -2.0353, -6.2555)
H (0.0701, -1.5803, -7.0224)
H (-0.5150, -3.1171, -6.3880)
C (-0.0756, -1.6759, -4.8361)
H (0.5617, -2.4487, -4.4061)
H (0.4836, -0.7365, -4.8263)
H (-4.1343, -0.9368, -0.5209)
H (-2.0420, -0.8959, 3.3090)

Results
HOMO level = -8.053 eV
HOMO-LUMO gap = 8.5 eV

#two
The following is a quantum chemistry calculation of a single C20H23NO4 molecule, from OMol25.

Element x y z (Å)
C (-1.4524, 2.0349, 7.5222)
C (-0.5897, 1.9336, 6.2999)
C (-1.1472, 1.6726, 5.0596)
C (-0.3443, 1.5634, 3.9266)
C (1.0308, 1.7209, 4.0386)
C (1.6005, 1.9861, 5.2755)
C (0.7870, 2.0875, 6.3958)
H (1.2309, 2.2925, 7.3595)
C (3.0845, 2.1508, 5.4080)
H (3.3208, 3.0146, 6.0264)
H (3.5171, 1.2713, 5.8849)
H (3.5487, 2.2753, 4.4337)
H (1.6478, 1.6371, 3.1595)
N (-0.9863, 1.3030, 2.7090)
C (-0.4572, 1.1205, 1.4644)
O (0.7198, 1.1446, 1.1993)
C (-1.5651, 0.9016, 0.4277)
C (-1.0388, 0.4137, -0.8904)
C (-0.4870, 1.2973, -1.8105)
C (-0.0509, 0.8536, -3.0400)
C (-0.1527, -0.4947, -3.3865)
C (-0.6597, -1.3893, -2.4520)
C (-1.0940, -0.9307, -1.2200)
H (-1.4924, -1.6422, -0.5104)
H (-0.7280, -2.4454, -2.6652)
O (0.2704, -0.8044, -4.6456)
C (0.0145, -2.0799, -5.2074)
C (0.6536, -3.2120, -4.3967)
O (0.2267, -4.3354, -4.3376)
O (1.7945, -2.8352, -3.8239)
H (2.2010, -3.5744, -3.3444)
C (-1.4800, -2.3335, -5.4219)
H (-1.6288, -3.3651, -5.7282)
H (-2.0417, -2.1550, -4.5092)
H (-1.8546, -1.6665, -6.1942)
C (0.7486, -2.0804, -6.5575)
H (0.6123, -3.0357, -7.0564)
H (0.3464, -1.2855, -7.1790)
H (1.8081, -1.8964, -6.3996)
H (0.3684, 1.5356, -3.7624)
H (-0.4057, 2.3450, -1.5624)
H (-2.0696, 1.8629, 0.2924)
H (-2.2869, 0.1857, 0.8273)
H (-1.9929, 1.2511, 2.7851)
H (-2.2186, 1.5538, 4.9677)
H (-1.1665, 2.8957, 8.1234)
H (-1.3345, 1.1436, 8.1386)
H (-2.5017, 2.1275, 7.2534)

Results
HOMO level = -8.341 eV
HOMO-LUMO gap = 8.9 eV

What should be chosen as the most stable of them? Choose #two.

#one
The following is a quantum chemistry calculation of a single C19H26N4O4S molecule, from OMol25.

Element x y z (Å)
C (2.2832, 0.5006, -3.6459)
H (1.2789, 0.0850, -3.6588)
H (2.6345, 0.5893, -4.6704)
H (2.9364, -0.1876, -3.1138)
C (2.3077, 1.8712, -2.9761)
N (1.9213, 1.7905, -1.5756)
C (2.8940, 1.9372, -0.6612)
O (4.0223, 2.3089, -0.9466)
C (2.5843, 1.5900, 0.8039)
N (2.2518, 0.1888, 0.9815)
C (3.1588, -0.7844, 0.6429)
C (2.8419, -2.1203, 0.8115)
C (1.5688, -2.5631, 1.3038)
O (1.2044, -3.7091, 1.4558)
N (0.7407, -1.4871, 1.6379)
C (1.0206, -0.1442, 1.4978)
O (0.2196, 0.7059, 1.8377)
C (-0.6435, -1.7807, 1.9505)
H (-0.9465, -1.1689, 2.8013)
H (-0.7049, -2.8467, 2.1815)
C (-1.4742, -1.4447, 0.7040)
O (-0.9204, -1.2137, -0.3564)
N (-2.8110, -1.4451, 0.8415)
C (-3.5421, -1.5938, 2.0787)
H (-2.9286, -2.0808, 2.8340)
C (-4.0307, -0.2234, 2.5549)
C (-4.9037, 0.4089, 1.4727)
C (-4.1312, 0.4798, 0.1571)
C (-3.6279, -0.9106, -0.2316)
H (-3.0120, -0.8675, -1.1306)
H (-4.4706, -1.5878, -0.4033)
H (-4.7646, 0.8766, -0.6373)
H (-3.2711, 1.1417, 0.2767)
H (-5.2137, 1.4092, 1.7788)
H (-5.8043, -0.1945, 1.3343)
H (-4.5920, -0.3336, 3.4836)
H (-3.1667, 0.4161, 2.7464)
H (-4.4060, -2.2385, 1.8780)
S (4.1362, -3.1560, 0.3243)
C (5.0872, -1.7886, -0.0893)
C (4.4634, -0.5998, 0.1251)
H (4.9075, 0.3540, -0.0904)
H (6.0760, -1.9371, -0.4759)
H (3.4888, 1.8234, 1.3752)
H (1.7555, 2.1799, 1.2009)
C (0.5455, 1.4313, -1.2777)
C (-0.4676, 2.2259, -2.0980)
H (-0.2762, 3.2938, -2.0155)
H (-0.4594, 1.9420, -3.1466)
H (-1.4599, 2.0212, -1.7050)
H (0.3431, 1.6356, -0.2288)
H (0.3849, 0.3604, -1.4418)
H (3.3222, 2.2741, -2.9966)
H (1.6490, 2.5663, -3.4992)

Results
HOMO level = -8.643 eV
HOMO-LUMO gap = 9.0 eV

#two
The following is a quantum chemistry calculation of a single C19H26N4O4S molecule, from OMol25.

Element x y z (Å)
C (2.3992, 3.2675, -0.3286)
H (1.9460, 4.2386, -0.1058)
O (1.7434, 2.2252, 0.3475)
C (0.3841, 2.1301, 0.2079)
C (-0.3724, 2.8533, -0.6961)
C (-1.7514, 2.7098, -0.7331)
C (-2.4047, 1.8594, 0.1419)
C (-1.6446, 1.1079, 1.0333)
C (-0.2630, 1.2116, 1.0615)
O (0.5572, 0.4846, 1.8682)
C (-0.0243, -0.4119, 2.7873)
H (0.8116, -0.9289, 3.2550)
H (-0.6712, -1.1449, 2.2980)
H (-0.6009, 0.1208, 3.5499)
H (-2.1326, 0.4351, 1.7169)
C (-3.9122, 1.8200, 0.1202)
H (-4.2423, 1.9672, -0.9117)
H (-4.2901, 2.6646, 0.7053)
C (-4.5600, 0.5460, 0.6630)
N (-4.1151, -0.6309, -0.0452)
C (-3.4687, -1.6421, 0.5622)
O (-3.3033, -1.7087, 1.7663)
C (-2.9352, -2.7016, -0.3921)
H (-2.9713, -3.6670, 0.1119)
H (-3.5323, -2.7399, -1.3029)
C (-1.4797, -2.3649, -0.7234)
C (-1.3631, -1.1601, -1.6122)
O (-2.2779, -0.6642, -2.2345)
N (-0.1055, -0.6150, -1.7469)
C (1.0522, -0.9246, -1.0921)
N (1.2127, -1.8371, -0.1964)
N (2.4447, -1.8965, 0.2857)
C (3.2679, -1.0584, -0.2183)
C (4.6971, -0.9181, 0.1683)
C (5.0075, 0.5491, 0.4731)
H (4.8920, 1.1573, -0.4218)
H (4.3278, 0.9210, 1.2366)
H (6.0294, 0.6476, 0.8310)
C (5.0017, -1.8109, 1.3684)
H (6.0558, -1.7420, 1.6251)
H (4.4071, -1.4985, 2.2220)
H (4.7562, -2.8445, 1.1437)
H (5.3121, -1.2374, -0.6837)
S (2.5290, -0.0405, -1.4536)
H (-0.0698, 0.1964, -2.3535)
H (-0.9975, -3.2013, -1.2363)
H (-0.9114, -2.1945, 0.1919)
H (-4.0548, -0.5624, -1.0520)
H (-4.3278, 0.3938, 1.7191)
H (-5.6484, 0.6365, 0.5624)
H (-2.3192, 3.2884, -1.4465)
H (0.1006, 3.5430, -1.3775)
H (3.4254, 3.2580, 0.0355)
H (2.4026, 3.1088, -1.4132)

Results
HOMO level = -7.973 eV
HOMO-LUMO gap = 8.4 eV

What should be chosen as the most stable of them? Choose #one.